99
Properties=species:S:1:pos:R:3:forces:R:3 method="wB97M-V/def2-TZVPD" lumo_ev="-15.41 / -15.41" charge=+4 homo_lumo_gap_ev="2.77 / 2.77"
O 1.115 -2.193 -1.698 -0.4 2.2 0.0
O -0.979 -2.415 -3.723 0.2 0.8 0.6
C 2.347 -1.761 -2.576 -0.9 -0.5 0.6
C 3.514 -1.804 -1.629 0.0 0.0 0.1
H 2.034 -0.797 -2.977 0.2 0.0 0.1
H 2.329 -2.508 -3.375 0.1 0.3 0.2
H 3.373 -1.081 -0.811 0.0 -0.2 -0.2
H 4.469 -1.562 -2.096 -0.1 -0.1 -0.3
H 3.586 -2.823 -1.227 0.2 0.3 0.0
C 0.881 -3.593 -1.342 0.1 -0.9 0.3
C 1.201 -4.546 -2.462 -0.2 -0.3 -0.4
H -0.172 -3.637 -1.058 0.1 0.0 -0.1
H 1.519 -3.844 -0.478 -0.2 0.4 -0.2
H 0.545 -4.448 -3.336 0.1 0.2 0.3
H 1.036 -5.537 -2.034 0.0 -0.1 -0.1
H 2.243 -4.537 -2.790 0.0 0.1 0.2
C -2.303 -2.703 -3.264 0.6 0.1 -0.4
C -0.760 -1.983 -5.070 0.1 -0.2 0.3
C -2.501 -4.194 -3.170 -0.3 0.1 -0.1
H -3.063 -2.217 -3.900 0.2 -0.2 0.2
H -2.352 -2.259 -2.256 -0.3 0.0 -0.1
H -2.420 -4.657 -4.156 -0.1 0.0 0.2
H -3.502 -4.346 -2.775 -0.1 -0.4 0.0
H -1.771 -4.667 -2.503 -0.1 0.1 -0.1
C -0.831 -3.141 -6.033 -0.1 0.1 -0.1
H 0.263 -1.571 -5.042 -0.3 0.0 -0.2
H -1.455 -1.175 -5.358 0.1 -0.2 0.2
H -0.170 -3.960 -5.723 -0.1 0.2 -0.1
H -0.517 -2.763 -7.005 -0.1 -0.3 -0.2
H -1.852 -3.530 -6.104 0.2 0.1 -0.1
H 0.531 -1.431 -1.260 1.4 -2.2 -1.6
Mo 0.013 0.810 0.638 -1.6 -2.8 -1.9
C -0.364 0.330 -1.424 0.9 0.2 2.0
Si -0.734 1.821 -2.488 -0.8 1.8 -2.5
H 0.605 0.019 -1.860 -0.3 0.5 0.2
H -1.175 -0.416 -1.523 0.1 0.2 0.2
C 0.460 1.781 -3.934 0.1 -0.3 0.4
C -0.578 3.541 -1.731 0.1 -0.2 0.7
C -2.494 1.681 -3.106 0.1 -0.3 0.3
C 0.976 -0.894 1.173 -0.4 1.3 -0.2
Si -0.048 -2.070 2.348 -0.5 -1.2 0.7
H 1.888 -0.605 1.732 -0.2 -0.1 -0.1
H 1.285 -1.509 0.309 0.0 0.2 0.5
C 1.082 -3.549 2.534 0.2 0.3 -0.2
C -1.634 -2.635 1.516 0.1 0.2 -0.1
C -0.350 -1.238 3.994 0.2 0.2 -0.2
H -2.730 0.645 -3.385 -0.1 0.3 0.0
H -2.607 2.319 -3.996 0.0 -0.2 0.3
H -3.202 2.017 -2.336 0.0 -0.1 -0.3
H 1.493 1.826 -3.566 -0.1 0.0 -0.3
H 0.272 2.660 -4.567 0.1 -0.2 0.1
H 0.324 0.876 -4.542 0.1 0.2 0.1
H 0.356 3.681 -1.162 -0.3 0.3 -0.2
H -1.448 3.784 -1.100 0.4 0.0 -0.4
H -0.566 4.245 -2.585 0.0 -0.4 0.4
H -1.521 -3.692 1.234 -0.1 0.3 0.1
H -1.906 -2.066 0.615 -0.1 -0.2 0.1
H -2.456 -2.562 2.242 0.1 -0.1 -0.3
H -0.812 -1.989 4.655 0.1 0.3 -0.1
H -1.025 -0.374 3.924 0.0 -0.2 0.1
H 0.596 -0.910 4.449 -0.2 -0.1 0.0
H 0.799 -4.086 3.451 0.1 0.1 -0.2
H 2.129 -3.238 2.618 -0.1 -0.2 0.1
H 0.984 -4.239 1.683 0.0 0.2 0.3
O 2.353 1.949 -1.085 -1.5 -1.1 4.4
C 2.035 1.751 0.109 1.0 1.2 -4.2
C 2.939 2.018 1.238 1.3 -0.1 0.3
C 4.333 2.071 1.115 -1.2 -0.2 -0.5
C 5.116 2.175 2.267 0.0 0.1 0.1
C 4.533 2.241 3.540 0.1 0.2 0.6
C 3.158 2.255 3.680 0.3 0.4 0.5
C 2.352 2.172 2.528 -1.3 -0.4 -0.5
P 0.587 2.146 2.540 1.5 2.7 1.3
C 0.140 3.250 3.881 -0.6 -0.4 0.0
C -0.434 2.741 5.069 -0.2 -0.3 -0.1
C -0.563 3.577 6.174 0.0 -0.2 0.0
C -0.178 4.921 6.093 0.1 -0.2 -0.2
C 0.312 5.449 4.890 -0.1 0.0 -0.2
C 0.457 4.628 3.776 0.8 0.0 0.0
C -2.061 1.487 1.272 1.7 -0.5 0.1
C -2.431 2.828 1.115 0.1 0.9 0.3
C -3.771 3.212 1.268 0.6 -0.1 -0.3
C -4.713 2.281 1.729 0.2 0.0 -0.2
C -4.322 0.964 1.985 0.6 -0.4 -0.3
C -2.991 0.573 1.763 -0.6 -0.9 0.7
H 4.793 2.017 0.136 0.0 0.0 0.0
H 6.196 2.209 2.164 0.0 0.0 0.1
H 5.182 2.318 4.422 -0.3 -0.1 -0.4
H 2.690 2.345 4.658 0.1 0.0 -0.1
H -0.713 1.681 5.103 0.0 0.5 0.3
H -0.946 3.183 7.119 0.1 0.1 -0.4
H -0.250 5.558 6.974 0.0 -0.1 -0.2
H 0.598 6.503 4.845 -0.2 -0.4 -0.1
H 0.852 5.006 2.830 0.0 0.1 0.4
H -1.670 3.585 0.914 -0.3 -0.1 -0.1
H -4.064 4.239 1.039 0.1 -0.3 0.2
H -5.742 2.598 1.901 0.2 -0.1 0.0
H -5.047 0.236 2.355 0.3 0.2 -0.1
H -2.680 -0.447 2.014 -0.3 0.4 -0.1


110
Properties=species:S:1:pos:R:3:forces:R:3 method="wB97M-V/def2-TZVPD" s2=3.767 multiplicity=4 lumo_ev="0.58 / -0.55" charge=0 homo_lumo_gap_ev="8.40 / 7.81"
Tc 0.689 1.235 0.776 0.0 -1.1 0.3
C 5.275 1.260 -0.701 0.0 0.0 0.0
C 4.696 0.450 0.465 -0.1 -0.1 0.0
C 5.768 -0.406 1.132 0.0 0.0 0.0
C 4.072 1.419 1.432 0.1 0.0 -0.1
C 4.744 2.141 2.433 0.0 0.0 0.0
C 3.865 3.125 2.822 0.0 0.0 0.0
N 2.731 2.975 2.123 0.1 0.2 -0.2
N 2.845 1.922 1.281 -0.2 0.0 0.2
B 1.671 4.013 1.740 0.0 0.0 0.0
N 1.510 3.989 0.170 0.0 0.0 0.1
C 1.826 4.971 -0.678 0.0 0.0 0.0
C 1.633 4.531 -1.973 0.1 0.0 0.0
C 1.200 3.209 -1.842 -0.2 0.0 0.0
N 1.106 2.900 -0.549 0.1 0.0 -0.1
C 0.888 2.198 -2.902 0.0 0.0 0.0
C 0.707 2.855 -4.266 -0.1 0.0 0.0
C 2.006 1.154 -2.956 0.0 0.0 0.0
N 0.283 3.685 2.335 0.0 0.1 -0.1
C -0.461 4.543 3.046 0.0 -0.1 0.1
C -1.780 4.331 2.743 0.1 0.1 -0.1
C -1.778 3.336 1.751 -0.1 0.1 0.1
N -0.528 2.899 1.568 0.0 0.0 0.1
C -3.011 3.052 0.939 0.0 -0.1 0.1
C -3.977 2.145 1.711 0.0 0.0 0.0
C -2.736 2.657 -0.507 0.0 0.1 -0.1
H 5.690 0.588 -1.455 0.0 0.0 0.0
H 6.073 1.920 -0.355 0.0 0.0 0.0
H 4.505 1.874 -1.170 0.0 0.0 0.0
H 3.923 -0.203 0.061 0.2 0.1 0.0
H 6.603 0.207 1.475 0.0 0.0 0.0
H 6.160 -1.132 0.420 0.0 0.0 0.0
H 5.360 -0.953 1.982 0.0 0.0 0.0
H 5.742 1.976 2.797 0.0 0.0 0.0
H 3.971 3.921 3.539 0.0 0.0 0.0
H 2.009 5.109 2.085 0.0 0.0 0.0
H 2.170 5.919 -0.303 0.0 0.0 0.0
H 1.797 5.086 -2.879 0.0 0.0 0.0
H -0.050 1.705 -2.621 0.0 0.0 0.1
H 1.635 3.328 -4.592 0.0 0.0 0.0
H -0.077 3.612 -4.250 0.0 0.0 0.0
H 0.439 2.104 -5.010 0.0 0.0 0.0
H 2.947 1.631 -3.239 0.0 0.0 0.0
H 1.778 0.390 -3.701 0.0 0.0 0.0
H 2.153 0.664 -1.994 0.0 0.0 0.0
H 0.010 5.271 3.683 0.0 0.0 0.0
H -2.638 4.867 3.111 0.0 0.0 0.0
H -3.487 4.037 0.876 -0.1 -0.1 0.1
H -3.476 1.245 2.070 0.0 0.1 0.1
H -4.816 1.849 1.079 0.0 0.0 0.0
H -4.376 2.664 2.582 0.0 0.0 0.0
H -2.185 1.729 -0.588 0.0 -0.2 0.0
H -2.146 3.437 -0.994 0.0 0.0 0.0
H -3.683 2.567 -1.044 0.0 0.0 0.0
O 2.266 -0.909 3.713 0.0 -0.1 0.0
C 1.786 -0.547 2.674 0.0 0.0 0.0
O 0.821 0.339 2.549 -0.1 0.2 -0.1
C 2.228 -1.106 1.297 -0.1 -0.1 0.0
O 2.893 -2.105 1.177 0.0 0.0 0.0
O 1.820 -0.363 0.295 -0.2 0.2 -0.1
N -0.822 0.175 0.279 0.1 0.3 -0.1
P -1.051 -1.364 -0.028 -0.1 0.0 -0.1
N -0.472 -1.994 -1.465 0.0 0.2 0.0
C 0.909 -2.431 -1.698 0.0 -0.1 0.1
C 0.918 -3.529 -2.753 0.0 0.0 0.0
C 0.297 -3.030 -4.054 0.0 0.0 0.0
C -1.093 -2.459 -3.792 0.0 0.0 0.0
C -1.055 -1.417 -2.681 0.0 -0.1 0.0
N -0.510 -2.440 1.118 0.1 0.1 0.0
C -0.131 -3.840 0.843 0.0 0.0 0.0
C -0.885 -4.809 1.745 0.0 0.0 0.0
C -0.558 -4.564 3.220 0.0 0.0 0.0
C -0.356 -3.065 3.493 0.0 0.0 0.0
C -1.075 -2.205 2.463 0.0 -0.1 0.0
N -2.692 -1.599 -0.184 0.1 0.0 0.0
C -3.198 -2.943 -0.469 0.0 0.0 0.0
C -4.481 -2.851 -1.281 0.0 0.0 0.0
C -5.587 -2.164 -0.464 0.0 0.0 0.0
C -4.980 -1.182 0.547 0.0 0.0 0.0
C -3.705 -0.566 -0.008 0.1 0.1 0.0
H 1.366 -2.770 -0.773 0.0 0.1 0.0
H 1.510 -1.588 -2.045 0.1 0.1 0.0
H 0.350 -4.389 -2.383 0.0 0.0 0.0
H 1.945 -3.861 -2.917 0.0 0.0 0.0
H 0.247 -3.832 -4.793 0.0 0.0 0.0
H 0.934 -2.245 -4.476 0.0 0.0 0.0
H -1.771 -3.265 -3.494 0.0 0.0 0.0
H -1.503 -2.006 -4.699 0.0 0.0 0.0
H -2.059 -1.055 -2.465 0.0 0.0 0.0
H -0.455 -0.555 -3.004 0.0 0.0 0.0
H 0.947 -3.954 1.002 0.0 0.0 0.0
H -0.337 -4.071 -0.201 0.0 0.0 0.0
H -0.630 -5.831 1.457 0.0 0.0 0.0
H -1.957 -4.693 1.575 0.0 0.0 0.0
H 0.353 -5.103 3.488 0.0 0.0 0.0
H -1.358 -4.968 3.843 0.0 0.0 0.0
H 0.705 -2.824 3.471 0.0 0.0 0.0
H -0.716 -2.798 4.487 0.0 0.0 0.0
H -0.967 -1.148 2.701 0.0 0.0 0.0
H -2.151 -2.438 2.468 0.0 0.0 0.0
H -3.400 -3.490 0.461 0.0 0.0 0.0
H -2.435 -3.501 -1.012 0.0 0.0 0.0
H -4.792 -3.849 -1.595 0.0 0.0 0.0
H -4.272 -2.283 -2.192 0.0 0.0 0.0
H -6.187 -2.910 0.061 0.0 0.0 0.0
H -6.264 -1.634 -1.137 0.0 0.0 0.0
H -4.736 -1.698 1.480 0.0 0.0 0.0
H -5.693 -0.395 0.798 0.0 0.0 0.0
H -3.305 0.186 0.662 0.0 -0.2 -0.3
H -3.932 -0.066 -0.961 0.0 0.0 0.0


122
Properties=species:S:1:pos:R:3:forces:R:3 method="wB97M-V/def2-TZVPD" lumo_ev=0.01 charge=0 smiles="CCOC(=O)C(F)(F)F.CCOC(=O)C(F)(F)F.CCOC(=O)C(F)(F)F.CCOC(=O)C(F)(F)F.CCOC(=O)C(F)(F)F.CCN(CC)CC.CC(C)=O.CC(C)=O.CC(C)=O" homo_lumo_gap_ev=7.93
C 2.600 1.820 -2.283 -0.2 -0.7 0.4
C 3.056 1.535 -0.866 -1.1 -0.5 -0.1
O 3.834 2.652 -0.425 0.6 0.1 -0.3
C 4.564 2.527 0.669 -0.3 -0.1 0.1
O 4.636 1.569 1.375 0.0 -0.1 0.1
C 5.368 3.813 0.956 -0.1 0.2 0.1
F 5.223 4.204 2.225 -0.1 -0.2 0.0
F 6.658 3.545 0.749 0.1 0.1 -0.1
F 4.996 4.835 0.182 0.1 -0.1 -0.1
H 2.073 2.769 -2.352 0.2 0.1 -0.2
H 1.902 1.020 -2.549 -0.1 0.1 0.0
H 3.439 1.737 -2.971 0.0 0.4 -0.1
H 3.513 0.544 -0.844 0.8 0.4 0.2
H 2.221 1.418 -0.166 0.0 0.3 -0.2
C 0.940 3.929 0.394 0.4 -0.3 1.0
C 0.231 5.206 0.728 0.0 0.9 0.4
O 1.241 6.247 0.810 0.2 -0.2 -0.5
C 0.827 7.493 0.695 0.0 -0.3 0.2
O -0.304 7.855 0.584 -0.3 0.3 -0.1
C 2.020 8.465 0.691 0.4 -0.1 -0.2
F 1.706 9.590 1.315 -0.1 0.2 0.1
F 3.105 7.938 1.267 -0.2 0.1 0.0
F 2.336 8.756 -0.582 -0.1 0.0 0.0
H 0.290 3.082 0.620 0.0 0.0 -0.4
H 1.801 3.797 1.055 -0.1 0.1 0.1
H 1.364 3.908 -0.605 -0.4 0.0 -0.2
H -0.260 5.247 1.705 0.4 -0.3 -0.1
H -0.556 5.476 0.019 0.3 0.1 -0.2
C -2.012 -6.653 6.377 0.1 -0.8 -0.9
C -1.877 -5.175 6.627 -0.9 -0.1 0.8
O -1.966 -4.396 5.424 0.7 0.3 -0.1
C -3.187 -4.113 5.013 -0.1 -0.5 0.0
O -4.210 -4.467 5.516 -0.3 0.1 0.1
C -3.186 -3.293 3.709 0.1 0.2 0.1
F -3.843 -3.942 2.749 0.1 -0.1 0.0
F -3.805 -2.124 3.905 -0.1 0.1 0.1
F -1.952 -3.028 3.286 0.2 -0.1 -0.2
H -2.781 -6.975 5.667 -0.5 0.7 0.3
H -2.232 -7.151 7.320 0.3 -0.1 0.0
H -1.137 -7.076 5.872 0.3 0.1 0.6
H -0.952 -4.953 7.153 0.3 0.2 -0.6
H -2.662 -4.826 7.303 -0.1 -0.1 -0.2
C -4.631 2.108 -0.957 1.3 -0.8 -0.4
C -5.078 1.631 -2.327 -0.2 1.6 -0.1
O -6.135 0.671 -2.305 -0.1 -0.2 -0.1
C -5.767 -0.576 -2.073 -0.1 0.1 0.6
O -4.652 -0.958 -1.906 0.5 -0.3 -0.1
C -6.997 -1.487 -1.880 -0.2 0.3 -0.3
F -7.665 -1.118 -0.780 0.1 0.0 0.0
F -7.837 -1.385 -2.922 0.1 -0.1 0.1
F -6.614 -2.741 -1.741 0.0 -0.3 -0.1
H -3.967 1.339 -0.545 -0.4 -0.1 0.4
H -5.402 2.391 -0.251 -0.2 0.1 -0.1
H -3.913 2.910 -1.156 -0.5 0.4 0.2
H -4.199 1.327 -2.895 -0.2 -0.6 0.0
H -5.510 2.476 -2.867 -0.1 -0.1 0.0
C -2.456 3.731 1.629 0.4 -0.8 0.5
C -2.919 2.847 2.774 -0.8 0.8 0.3
O -1.773 2.141 3.258 0.5 -0.5 -0.4
C -1.952 1.268 4.244 0.0 0.4 -0.6
O -2.899 1.217 4.952 -0.6 -0.4 0.5
C -0.730 0.344 4.402 0.5 0.5 1.1
F -0.052 0.141 3.280 -0.1 -0.2 -0.2
F 0.107 0.958 5.276 -0.1 -0.1 -0.2
F -1.079 -0.814 4.946 -0.1 0.0 -0.3
H -1.471 4.121 1.892 -0.6 0.0 0.1
H -3.157 4.545 1.474 0.0 0.0 -0.3
H -2.299 3.113 0.747 -0.2 0.2 -0.3
H -3.709 2.139 2.514 0.2 -0.1 -0.2
H -3.365 3.462 3.560 0.3 -0.1 0.2
C 3.806 -3.310 1.541 -0.6 0.4 0.3
C 3.577 -4.395 0.512 0.1 -0.8 0.3
N 4.516 -4.376 -0.594 0.5 -0.8 -0.3
C 4.668 -3.095 -1.278 0.5 0.0 0.7
C 3.373 -2.419 -1.689 -0.3 0.2 0.4
C 4.213 -5.528 -1.493 -0.1 1.6 0.4
C 5.229 -5.710 -2.599 0.0 0.2 0.0
H 3.420 -2.334 1.233 0.3 0.0 -0.2
H 4.855 -3.217 1.814 0.1 0.0 -0.1
H 3.247 -3.524 2.456 0.1 -0.2 -0.1
H 3.727 -5.360 1.017 0.2 0.1 0.0
H 2.523 -4.485 0.184 0.0 0.6 -0.1
H 5.253 -2.455 -0.603 -0.4 0.2 0.1
H 5.386 -3.227 -2.086 -0.3 -0.1 -0.3
H 2.750 -2.195 -0.819 0.1 0.0 0.1
H 3.568 -1.445 -2.144 0.0 -0.2 -0.4
H 2.731 -3.048 -2.307 0.2 0.1 -0.4
H 3.222 -5.280 -1.900 -0.1 -0.8 -0.3
H 4.161 -6.406 -0.853 -0.1 -0.1 0.0
H 6.242 -5.750 -2.198 0.0 -0.1 0.1
H 5.190 -4.861 -3.279 0.0 -0.1 -0.2
H 5.018 -6.614 -3.166 0.0 0.0 0.0
C -1.973 -1.830 0.238 0.5 -0.2 0.1
C -0.782 -0.974 -0.113 -0.8 0.4 -1.0
C -0.850 0.489 0.238 0.0 0.4 0.1
O 0.148 -1.399 -0.754 0.4 -0.2 0.1
H -1.729 -2.859 -0.017 0.0 -0.1 0.3
H -2.875 -1.576 -0.318 0.1 0.4 0.0
H -2.144 -1.698 1.306 -0.3 -0.2 0.0
H -1.501 1.045 -0.444 0.0 -0.4 -0.3
H 0.144 0.924 0.139 0.0 -0.1 0.2
H -1.277 0.657 1.223 0.2 0.0 0.2
C -0.613 2.629 -4.968 -0.3 -0.5 0.4
C -0.890 2.151 -3.543 1.4 0.3 -0.2
C -1.081 3.200 -2.467 0.1 -0.1 0.0
O -0.720 0.990 -3.264 -0.6 -0.2 0.2
H -0.038 3.551 -4.952 0.0 0.1 -0.1
H -1.537 2.768 -5.531 0.0 0.2 0.0
H -0.052 1.818 -5.429 0.0 0.1 -0.2
H -0.573 2.897 -1.553 -0.2 -0.3 0.0
H -2.144 3.327 -2.255 0.1 0.3 -0.1
H -0.593 4.127 -2.767 -0.5 0.2 -0.1
C 1.527 -1.516 -4.755 1.1 -0.1 0.0
C 0.446 -2.567 -4.676 -0.2 0.4 -0.6
C -0.904 -2.158 -4.154 -0.2 0.1 0.1
O 0.626 -3.660 -5.157 0.1 -0.3 0.2
H 1.923 -1.222 -3.781 -0.6 0.2 0.1
H 1.224 -0.643 -5.333 -0.3 0.1 0.3
H 2.409 -1.924 -5.255 -0.2 -0.2 -0.2
H -1.637 -2.907 -4.445 0.0 -0.1 0.1
H -1.199 -1.187 -4.554 0.1 0.0 -0.1
H -0.902 -2.020 -3.070 0.1 -0.1 0.0